(1)
Formula: C36H47Br2N5O4Rb
Source: OMol25
Level of theory: ωB97M-V/def2-TZVPD

ORCA input file:
```
! wB97M-V def2-TZVPD RIJCOSX def2/J DEFGRID3
* xyz -1 1
Rb -0.6435 -0.5330 0.8575
C 0.9134 1.9007 -0.8825
C 1.7013 1.7892 0.2593
C 2.6049 0.6591 0.0275
C 2.2800 0.1465 -1.2240
C 1.2532 0.9016 -1.8118
C 0.6520 0.7328 -3.1793
C -0.8123 0.2852 -3.0440
C 0.7112 2.0667 -3.9390
C 1.3927 -0.3470 -3.9725
C 3.7866 0.0832 0.7966
C 3.3627 -0.6533 2.0769
C 4.5330 -0.9692 -0.0485
C 4.8286 1.1656 1.1213
C 1.5826 2.8640 1.3360
C 1.8600 2.3846 2.7641
C 0.1571 3.4569 1.3785
C 2.5442 4.0163 0.9856
H 0.2040 2.6840 -1.0802
H 2.7741 -0.6759 -1.7039
H -1.4068 1.0829 -2.6056
H -0.8708 -0.6005 -2.4050
H -1.2271 0.0391 -4.0237
H 0.1744 2.8452 -3.4047
H 0.2712 1.9688 -4.9306
H 1.7426 2.3914 -4.0458
H 1.2937 -1.3051 -3.4652
H 2.4483 -0.1066 -4.0662
H 0.9720 -0.4432 -4.9736
H 2.6359 -1.4298 1.8403
H 2.9252 0.0095 2.8109
H 4.2372 -1.1239 2.5273
H 3.9141 -1.8475 -0.2209
H 5.4279 -1.2921 0.4849
H 4.8418 -0.5608 -1.0069
H 4.4248 1.9343 1.7675
H 5.1692 1.6330 0.1992
H 5.6909 0.7249 1.6232
H 1.2005 1.5522 3.0094
H 1.6619 3.1980 3.4628
H 2.8926 2.0872 2.8982
H -0.5907 2.6731 1.5065
H -0.0772 4.0231 0.4802
H 0.0781 4.1444 2.2230
H 3.5727 3.6709 0.9421
H 2.4760 4.8114 1.7288
H 2.2945 4.4250 0.0084
N 0.0979 -3.2257 2.4093
C -0.5185 -3.2145 3.7198
C 0.0782 -2.0902 4.5684
N -0.1473 -0.8085 3.9295
H -0.4711 -3.7267 1.7393
H 1.0097 -3.6675 2.4439
H -0.4088 -4.1686 4.2726
H -1.5863 -3.0178 3.5971
H 1.1624 -2.2394 4.6464
H -0.3520 -2.1608 5.5870
H 0.1685 -0.0589 4.5344
H -1.1401 -0.6665 3.7579
Br -5.8437 -6.1397 -1.0030
C -4.4838 -4.8420 -0.6339
C -4.7178 -3.8127 0.2692
C -3.6601 -2.9356 0.5009
N -2.4847 -3.0340 -0.0781
C -2.2713 -4.0201 -0.9646
C -3.2697 -4.9626 -1.2653
C -0.9494 -4.0867 -1.5605
C -0.7000 -4.7953 -2.7499
C 0.5897 -4.8511 -3.2173
Br 0.9533 -5.8160 -4.8303
C 1.6213 -4.2169 -2.5325
C 1.2587 -3.5114 -1.3897
N 0.0372 -3.4413 -0.9145
H -5.6656 -3.7025 0.7702
H -3.7771 -2.1094 1.1896
H -3.0863 -5.7781 -1.9458
H -1.5001 -5.2650 -3.2987
H 2.6415 -4.2583 -2.8774
H 2.0063 -2.9753 -0.8221
O -4.8943 1.1043 2.2863
C -3.8351 1.2292 1.6719
O -2.8337 0.4830 1.6868
C -3.6972 2.4721 0.7497
C -2.8910 2.4060 -0.3840
C -2.7197 3.5069 -1.1952
C -3.3705 4.6985 -0.8786
C -4.2022 4.7742 0.2379
C -4.3591 3.6631 1.0400
N -3.1975 5.8380 -1.7114
O -3.7831 6.8702 -1.4102
O -2.4720 5.7351 -2.6910
H -2.4003 1.4726 -0.6248
H -2.0938 3.4823 -2.0754
H -4.7023 5.7061 0.4549
H -4.9982 3.6946 1.9090
*
```

As for the energy relative to the best compared isomer or geometry (same formula, charge and spin): 0.729 eV. The LUMO energy comes out at 1.22 eV. Its total energy is -7146.89007 Eh.

Charges per atom according to Mulliken partitioning, unit e:
1 Rb 0.755
2 C -0.838
3 C 0.260
4 C 0.223
5 C 0.126
6 C -1.107
7 C 2.643
8 C -0.931
9 C -1.828
10 C -2.143
11 C 2.602
12 C -1.705
13 C -2.174
14 C -1.897
15 C 2.516
16 C -1.640
17 C -2.144
18 C -1.917
19 H -0.031
20 H 0.754
21 H -0.180
22 H -0.110
23 H 0.523
24 H 0.228
25 H 0.428
26 H 0.389
27 H 0.208
28 H 0.350
29 H 0.463
30 H 0.086
31 H 0.132
32 H 0.562
33 H 0.228
34 H 0.468
35 H 0.446
36 H 0.287
37 H 0.329
38 H 0.458
39 H -0.165
40 H 0.595
41 H 0.323
42 H 0.334
43 H 0.349
44 H 0.542
45 H 0.274
46 H 0.487
47 H 0.304
48 N -0.253
49 C -0.718
50 C -0.763
51 N -0.304
52 H 0.078
53 H 0.187
54 H 0.364
55 H 0.350
56 H 0.365
57 H 0.357
58 H 0.207
59 H 0.108
60 Br -0.192
61 C -0.038
62 C -0.798
63 C -0.352
64 N 0.372
65 C 0.337
66 C -1.023
67 C 0.954
68 C -1.110
69 C -0.073
70 Br -0.194
71 C -0.678
72 C 0.050
73 N 0.329
74 H 0.466
75 H 0.457
76 H 0.448
77 H 0.452
78 H 0.462
79 H 0.173
80 O -0.788
81 C -0.286
82 O -0.364
83 C -0.066
84 C 0.422
85 C 0.065
86 C -0.244
87 C -0.570
88 C -0.524
89 N 1.035
90 O -0.668
91 O -0.623
92 H 0.268
93 H 0.494
94 H 0.467
95 H 0.495

***

(2)
Formula: C3H11O3S2
Source: OMol25
Level of theory: ωB97M-V/def2-TZVPD

ORCA input file:
```
! wB97M-V def2-TZVPD RIJCOSX def2/J DEFGRID3
* xyz -1 1
C 0.5529 -1.3212 0.9346
C 1.1242 0.0359 0.7090
O 1.9888 0.1112 -0.3954
C -0.5547 -1.6963 -0.0127
S -2.1294 -0.8064 0.1880
S -2.0065 0.7707 -1.1507
H 0.3104 -1.4412 1.9933
H 1.3788 -1.9784 0.7546
H 0.3326 0.7878 0.6567
H 1.7177 0.2557 1.6101
H -0.8188 -2.7492 0.0717
H -0.2077 -1.4875 -0.9857
H 0.7938 0.3586 -2.9540
H 0.1032 0.8633 -1.7469
H 1.4639 0.1072 -1.2076
O 1.0117 0.7195 -2.0865
H -1.9601 2.3721 0.4773
H -1.2736 2.2496 1.8218
O -1.8273 2.8485 1.3223
*
```

As for the energy relative to the best compared isomer or geometry (same formula, charge and spin): 1.840 eV. The LUMO energy comes out at 3.47 eV. Its total energy is -1143.01261 Eh.

Charges per atom according to natural (NBO) partitioning, unit e:
1 C -0.436
2 C -0.076
3 O -0.780
4 C -0.531
5 S -0.005
6 S -0.745
7 H 0.188
8 H 0.195
9 H 0.159
10 H 0.147
11 H 0.201
12 H 0.205
13 H 0.470
14 H 0.508
15 H 0.445
16 O -0.908
17 H 0.496
18 H 0.458
19 O -0.990

***

(3)
Formula: C4H6I2O
Source: OMol25
Level of theory: ωB97M-V/def2-TZVPD

ORCA input file:
```
! wB97M-V def2-TZVPD RIJCOSX def2/J DEFGRID3
* xyz 0 1
C 1.7358 -0.9910 -0.3439
C 1.0843 0.1527 -0.2143
C -1.2837 0.0158 0.8855
C -1.0011 0.0238 -0.5585
O -1.2325 1.0420 -1.3664
I 3.8365 -1.1812 0.1467
I 1.8998 2.0340 0.3025
H 1.2669 -1.8478 -0.7691
H -2.2190 0.4307 1.1774
H -0.4213 0.5408 1.4238
H -1.2647 -1.0241 1.1945
H -1.0139 -0.9644 -1.1340
H -1.3872 1.7686 -0.7444
*
```

As for the energy relative to the best compared isomer or geometry (same formula, charge and spin): 2.300 eV. The LUMO energy comes out at 0.32 eV. Its total energy is -826.52251 Eh.

Charges per atom according to natural (NBO) partitioning, unit e:
1 C -0.454
2 C -0.304
3 C -0.707
4 C 0.284
5 O -0.639
6 I 0.059
7 I 0.148
8 H 0.223
9 H 0.221
10 H 0.252
11 H 0.243
12 H 0.194
13 H 0.480

***

(4)
Formula: C25H24N2O2S
Source: OMol25
Level of theory: ωB97M-V/def2-TZVPD

ORCA input file:
```
! wB97M-V def2-TZVPD RIJCOSX def2/J DEFGRID3
* xyz 0 1
C 0.9481 0.6566 -4.5392
C 0.1934 0.5651 -3.2317
O -0.2968 1.5209 -2.6743
N 0.1396 -0.7148 -2.7585
C -0.4211 -1.1734 -1.5704
C -1.2890 -0.4007 -0.8070
C -1.7893 -0.8763 0.3962
C -2.7735 -0.0496 1.1670
O -3.9014 -0.4588 1.3814
N -2.3487 1.1621 1.5834
C -1.0050 1.6809 1.5144
C -0.9630 2.9110 0.6081
C -2.0612 3.8757 0.9593
C -1.9937 5.1922 0.5171
C -2.9920 6.0969 0.8210
C -4.0790 5.6920 1.5789
C -4.1578 4.3851 2.0189
C -3.1582 3.4688 1.7127
C -3.2797 2.0594 2.2291
C -1.4635 -2.1559 0.8301
C -0.6240 -2.9446 0.0661
C -0.0945 -2.4573 -1.1172
S 0.9849 -3.5001 -2.0899
C 2.3893 -3.6587 -1.0121
C 2.6776 -2.7277 -0.0277
C 3.7992 -2.8986 0.7638
C 4.6515 -3.9790 0.5818
C 5.8731 -4.1585 1.4298
C 4.3528 -4.8963 -0.4211
C 3.2326 -4.7443 -1.2123
H 0.9482 1.6872 -4.8817
H 0.4731 0.0278 -5.2892
H 1.9750 0.3233 -4.4037
H 0.6605 -1.4264 -3.2608
H -1.5737 0.5729 -1.1669
H -0.3218 0.9104 1.1562
H -0.7023 1.9692 2.5302
H 0.0078 3.4022 0.7028
H -1.0687 2.6107 -0.4381
H -1.1436 5.5022 -0.0736
H -2.9240 7.1158 0.4698
H -4.8636 6.3927 1.8224
H -5.0047 4.0614 2.6069
H -4.2862 1.6693 2.0545
H -3.1036 2.0571 3.3162
H -1.8766 -2.5304 1.7534
H -0.3645 -3.9421 0.3880
H 2.0315 -1.8761 0.1277
H 4.0131 -2.1707 1.5332
H 6.7717 -4.0263 0.8275
H 5.9012 -5.1619 1.8512
H 5.8936 -3.4366 2.2421
H 5.0046 -5.7432 -0.5796
H 3.0020 -5.4609 -1.9861
*
```

As for the energy relative to the best compared isomer or geometry (same formula, charge and spin): 0.000 eV. The LUMO energy comes out at 0.52 eV. Its total energy is -1625.30625 Eh. The SMILES is CC(=O)Nc1cc(C(=O)N2CCc3ccccc3C2)ccc1Sc1ccc(C)cc1.

Charges per atom according to natural (NBO) partitioning, unit e:
1 C -0.713
2 C 0.692
3 O -0.609
4 N -0.640
5 C 0.230
6 C -0.255
7 C -0.090
8 C 0.665
9 O -0.616
10 N -0.423
11 C -0.208
12 C -0.440
13 C -0.017
14 C -0.190
15 C -0.212
16 C -0.213
17 C -0.192
18 C -0.032
19 C -0.246
20 C -0.196
21 C -0.191
22 C -0.233
23 S 0.237
24 C -0.076
25 C -0.260
26 C -0.191
27 C -0.027
28 C -0.626
29 C -0.190
30 C -0.256
31 H 0.243
32 H 0.231
33 H 0.230
34 H 0.414
35 H 0.255
36 H 0.227
37 H 0.191
38 H 0.218
39 H 0.239
40 H 0.208
41 H 0.212
42 H 0.212
43 H 0.209
44 H 0.255
45 H 0.198
46 H 0.229
47 H 0.229
48 H 0.224
49 H 0.210
50 H 0.221
51 H 0.220
52 H 0.215
53 H 0.211
54 H 0.219